Record 1
The following is a DFT calculation (ωB97M-V with the def2-TZVPD basis set) of one molecule with the formula C5H11N.

Structure (XYZ):
```
17
C5H11N | the OMol25 dataset | ωB97M-V with the def2-TZVPD basis set
C 2.01768 0.56111 0.11674
N 1.14755 -0.24320 -0.66835
C 0.18134 -0.79805 0.29118
C -1.01890 -1.37780 -0.29420
C -1.08047 -0.03984 0.41600
C -1.55603 1.26164 -0.28777
H 2.44275 0.04182 1.07935
H 1.50911 1.41501 0.43267
H 2.96727 0.79651 -0.50956
H 1.73069 -1.09679 -0.74600
H 0.71619 -1.31665 1.16212
H -1.00556 -1.55780 -1.40668
H -1.41163 -2.16947 0.22575
H -1.62337 -0.14604 1.42070
H -1.17134 2.22779 0.26481
H -2.69338 1.32909 -0.22785
H -1.15189 1.11270 -1.26893
```

## Properties
SMILES: CN[C@@H]1C[C@@H]1C
Gap between HOMO and LUMO in eV: 10.7
Largest force on an atom in hartree/bohr: 0.080
E_tot in hartree: -251.776882
Energy relative to the best compared isomer or geometry (same formula, charge and spin) in eV: 2.3306
M in g/mol: 85.150
Multiplicity: 1
Charge: 0

Mulliken atomic charge list, values in e, 4 entries:
1. C -0.799
2. N -0.456
3. C 0.128
4. C -0.926

Record 2
The following is a DFT calculation (ωB97M-V with the def2-TZVPD basis set) of one molecule with the formula C5H11N.

Structure (XYZ):
```
17
C5H11N | the OMol25 dataset | ωB97M-V with the def2-TZVPD basis set
C -1.47585 -0.81590 0.65576
C -0.63521 0.35391 0.14786
C -1.08467 0.83382 -1.22852
N 0.67796 -0.18015 -0.05683
C 1.95266 0.40381 -0.22154
C 1.68586 -0.71137 0.80552
H -1.44377 -1.64607 -0.06313
H -1.08503 -1.19045 1.61027
H -2.51279 -0.50663 0.79861
H -0.69358 1.19268 0.87390
H -1.07488 -0.00832 -1.93316
H -0.38417 1.58708 -1.60869
H -2.08530 1.26780 -1.18458
H 2.05027 1.49104 0.01973
H 2.50734 0.17667 -1.12984
H 1.68997 -1.81620 0.67016
H 1.91121 -0.43173 1.84448
```

## Properties
SMILES: CC(C)N1CC1
Gap between HOMO and LUMO in eV: 9.8
Largest force on an atom in hartree/bohr: 0.029
E_tot in hartree: -251.791741
Energy relative to the best compared isomer or geometry (same formula, charge and spin) in eV: 1.9263
M in g/mol: 85.150
Multiplicity: 1
Charge: 0

Mulliken atomic charge list, values in e, 4 entries:
1. C -1.408
2. C 0.511
3. C -1.342
4. N -0.030

Record 3
The following is a DFT calculation (ωB97M-V with the def2-TZVPD basis set) of one molecule with the formula C5H11N.

Structure (XYZ):
```
17
C5H11N | the OMol25 dataset | ωB97M-V with the def2-TZVPD basis set
C 0.22530 2.08235 -0.14807
N 0.14208 0.68474 -0.54133
C -1.09593 -0.01254 -0.46495
C -0.92529 -1.22919 0.50651
C 0.57013 -1.52361 0.39423
C 1.21536 -0.24546 -0.17490
H -0.78155 2.51632 0.00393
H 0.78893 2.61850 -0.91066
H 0.63016 2.21492 0.85986
H -1.99624 0.54782 -0.10259
H -1.43643 -0.38104 -1.43762
H -1.59782 -2.03320 0.23271
H -1.05400 -0.88747 1.53742
H 0.57922 -2.19489 -0.49453
H 1.00310 -1.94589 1.29404
H 1.92565 0.22845 0.52557
H 1.80732 -0.43980 -1.07962
```

## Properties
SMILES: CN1CCCC1
Gap between HOMO and LUMO in eV: 9.0
Largest force on an atom in hartree/bohr: 0.053
E_tot in hartree: -251.823329
Energy relative to the best compared isomer or geometry (same formula, charge and spin) in eV: 1.0667
M in g/mol: 85.150
Multiplicity: 1
Charge: 0

Mulliken atomic charge list, values in e, 4 entries:
1. C -0.902
2. N 0.034
3. C -0.658
4. C -0.617

Record 4
The following is a DFT calculation (ωB97M-V with the def2-TZVPD basis set) of a 2-piece molecular cluster, C5H11N overall.

Structure (XYZ):
```
17
C5H11N | the OMol25 dataset | ωB97M-V with the def2-TZVPD basis set
C 1.22898 1.03935 -1.36492
C -0.29436 1.06710 -1.26567
N -0.76947 0.38736 -0.04309
C -1.46511 1.17793 1.00410
C -0.25099 0.86829 1.26076
H 1.57261 1.24765 -2.38445
H 1.70007 1.78088 -0.70741
H 1.59748 0.04945 -1.07392
H -0.66594 2.09369 -1.40789
H -0.73318 0.47011 -2.07079
H -2.48622 1.44037 1.23017
H 0.62596 0.70865 1.86959
C -0.01298 -2.50400 0.98891
H -0.86439 -1.83282 0.90300
H 0.22450 -2.65467 2.04806
H 0.82131 -2.02265 0.46616
H -0.27098 -3.44666 0.49541
```

## Properties
SMILES: CCN1C=C1.C
Gap between HOMO and LUMO in eV: 9.2
Largest force on an atom in hartree/bohr: 0.007
E_tot in hartree: -251.714721
Energy relative to the best compared isomer or geometry (same formula, charge and spin) in eV: 4.0221
M in g/mol: 85.150
Multiplicity: 1
Charge: 0

Mulliken atomic charge list, values in e, 4 entries:
1. C -1.044
2. C -0.424
3. N -0.184
4. C -0.244